(1)
Formula: C32H42ErN10O3
Source: the Open Molecules 2025 dataset
Level of theory: ωB97M-V/def2-TZVPD

Geometry as XYZ:
```
88
Properties=species:S:1:pos:R:3:forces:R:3
Er 1.28530 0.93225 -0.84333 -0.53 0.69 1.10
C 0.35419 3.52138 -0.51749 -0.34 -0.52 -0.31
C 0.79004 3.37702 -1.88705 -0.66 0.53 2.08
C 2.17463 3.32585 -1.81279 -0.72 -0.43 2.05
C 2.59216 3.31318 -0.48044 -0.01 -0.42 0.86
C 1.45440 3.39326 0.36147 -0.88 0.55 -1.92
H -0.64103 3.73617 -0.14551 0.07 -0.20 -0.46
H 0.21079 3.49461 -2.77371 -0.38 0.00 -0.36
H 2.79499 3.24786 -2.59766 2.09 -0.22 -2.70
H 3.58784 3.21961 -0.10283 0.56 0.08 -0.11
H 1.33130 3.61195 1.39297 0.41 -0.20 0.78
C -4.53439 1.65986 -1.58627 3.16 -1.14 -1.13
N -3.98117 0.63438 -0.68376 -1.19 -0.12 1.19
C -4.75963 0.31390 0.59744 -0.65 0.94 -1.23
C -4.08097 1.15686 1.66064 0.54 0.60 -1.37
N -2.70952 1.18078 1.15270 -0.36 -0.71 -1.33
C -1.72819 2.02268 1.73256 1.17 0.96 1.20
C -2.68470 0.94588 -0.23972 -0.24 0.53 1.92
N -1.61228 1.03051 -0.92525 0.07 -0.44 -0.42
C -1.77107 0.62107 -2.30539 -0.78 0.81 -1.34
C -0.45974 0.10202 -2.88689 -1.67 -1.99 -0.25
N 0.14627 -0.91440 -2.00676 -0.31 0.68 -0.70
C 0.30036 -2.07970 -2.53505 0.21 -0.27 -0.11
N 1.02996 -3.03779 -1.91204 0.08 -1.66 -1.64
C 1.89235 -2.77337 -0.79614 -0.79 -0.47 0.35
C 1.52514 -4.01098 -2.95646 -0.16 2.94 -0.32
C 0.39344 -3.87368 -4.01682 1.21 -1.49 0.04
N -0.13998 -2.53526 -3.80052 -0.11 0.08 1.02
C -1.56009 -2.45626 -4.14904 -0.66 0.15 0.48
H -4.26250 2.65233 -1.30453 0.03 0.89 0.33
H -5.54544 1.56291 -1.73699 -2.39 -0.37 0.00
H -4.03624 1.43644 -2.56151 -0.72 0.64 0.53
H -4.52612 -0.71323 0.72521 0.01 -1.02 0.60
H -5.89592 0.40547 0.54162 1.68 0.20 -0.29
H -4.14790 0.75660 2.63560 0.09 -0.73 1.09
H -4.44480 2.17369 1.72284 -0.48 0.43 -0.12
H -1.88968 2.08628 2.82174 0.12 -0.44 -0.22
H -0.70257 1.63875 1.55376 -0.70 0.37 0.02
H -1.73852 3.09709 1.44384 -0.27 -0.61 -0.37
H -2.02418 1.50244 -2.94127 0.18 -0.24 0.38
H -2.68728 -0.03271 -2.44684 1.34 0.04 0.23
H 0.21675 0.89870 -3.08693 0.89 1.02 0.11
H -0.64193 -0.32711 -3.89639 0.23 0.64 0.63
H 1.24128 -2.35397 -0.01388 0.77 -0.40 0.17
H 2.64109 -2.06381 -1.04993 0.78 0.78 -0.20
H 2.40307 -3.72110 -0.55226 -0.47 0.48 0.38
H 1.66929 -4.97537 -2.50859 0.13 -0.45 -0.12
H 2.46923 -3.53671 -3.37520 -0.72 -1.01 0.48
H -0.31319 -4.72946 -3.81613 0.13 1.11 -0.40
H 0.82721 -3.96484 -5.04525 -0.61 -0.05 0.81
H -2.11867 -3.25434 -3.63007 0.16 -0.03 -0.37
H -1.63740 -2.55970 -5.22698 -0.20 -0.13 -0.06
H -2.08604 -1.53155 -3.84879 0.69 -0.40 -0.22
O 0.41668 0.60524 7.33761 -0.80 -0.82 -0.91
N -0.43837 -0.04906 6.74408 -1.50 -0.06 2.08
O -1.42296 -0.56139 7.34572 2.15 0.94 -1.76
C -0.35314 -0.19423 5.27182 -0.52 -1.34 0.05
C -1.30826 -0.98142 4.67640 1.21 1.65 1.78
C -1.29394 -1.25083 3.31690 -1.18 -0.92 -1.09
C -2.26394 -2.14644 2.72885 0.32 0.40 0.39
C -2.13554 -2.53437 1.42404 -0.56 1.15 -0.51
C -1.14323 -1.82812 0.68887 0.06 0.43 1.44
N -0.30508 -0.91716 1.21129 -0.29 -0.76 -1.81
C -0.33515 -0.63607 2.51787 -0.46 -1.37 -0.15
C 0.70086 0.16601 3.12487 -1.12 -0.97 0.25
N 1.59189 0.66435 2.30952 2.02 0.76 -0.84
C 2.66501 1.26380 2.81543 0.24 0.65 -1.00
C 2.85974 1.57034 4.16091 -1.16 -0.32 -0.04
C 1.82455 1.11510 4.97550 0.93 -0.16 0.63
C 0.74997 0.29315 4.51656 1.13 2.06 0.12
H -2.04261 -1.33038 5.33816 -1.08 -0.73 0.57
H -3.13173 -2.46851 3.30189 0.37 -0.07 0.21
H -2.94109 -3.10650 0.89088 1.20 0.31 0.66
H -1.10931 -2.01156 -0.36135 0.39 0.19 -0.57
H 3.39726 1.60925 2.08643 -0.19 -0.11 -0.03
H 3.71379 2.21585 4.48406 -0.99 -0.90 -0.11
H 1.91076 1.32996 6.01860 -0.23 0.07 0.35
N 5.44428 -0.46230 -0.07747 0.19 0.76 -2.41
C 4.34422 0.04364 -0.67175 -1.69 0.52 1.27
O 3.30580 0.14569 0.05712 0.76 -0.28 -0.74
C 4.20585 0.56102 -2.10359 0.13 -0.64 0.93
C 2.77049 0.39341 -2.60805 -0.14 -0.47 -0.23
H 5.42716 -0.66881 0.88749 -0.14 -0.16 0.93
H 6.33867 -0.38745 -0.55104 -0.30 -0.21 0.20
H 4.95089 0.09068 -2.72010 0.64 -0.03 -0.40
H 4.39675 1.64328 -2.02187 0.25 -0.26 -0.09
H 2.47093 -0.64736 -2.87337 0.80 0.20 0.36
H 2.76884 0.86474 -3.58223 -0.25 0.50 -0.29
```
Forces are in eV/Å.

Results
<S²>: 3.753
charge: +1
energy above the lowest of the compared OMol25 structures with the same formula, charge and spin: 0.00 kJ/mol
multiplicity: 4
lowest unoccupied orbital energy (alpha / beta): -3.4 / -3.4 eV

---

(2)
Formula: C21H28O21
Source: the Open Molecules 2025 dataset
Level of theory: ωB97M-V/def2-TZVPD

Geometry as XYZ:
```
70
Properties=species:S:1:pos:R:3:forces:R:3
C -16.57683 -20.38006 -15.18048 -0.25 -0.39 0.25
C -15.73206 -21.66515 -15.12359 -1.34 0.84 -0.58
O -15.64564 -21.90993 -13.73084 0.12 -0.17 -0.04
C -16.04550 -20.80901 -13.03851 0.32 0.05 -0.18
O -16.05216 -20.74660 -11.85558 0.00 0.06 0.26
O -16.40239 -19.81491 -13.87476 0.24 0.05 -0.22
H -17.64484 -20.59952 -15.24556 0.07 -0.08 -0.31
H -16.30321 -19.72455 -15.99852 0.14 0.33 0.34
H -14.77320 -21.52777 -15.61503 0.26 -0.18 0.36
H -16.34752 -22.41317 -15.62275 0.49 -0.50 0.16
C -11.86339 -25.61813 -18.08124 0.07 0.63 -0.29
C -11.73906 -24.18999 -18.58979 -0.04 -0.67 -0.79
O -11.25808 -24.44902 -19.93026 0.18 0.05 0.22
C -10.51633 -25.58015 -19.88571 -0.01 0.05 0.15
O -9.78143 -25.95213 -20.73810 0.03 -0.05 -0.06
O -10.73541 -26.23698 -18.71094 -0.01 0.04 -0.01
H -12.76458 -26.06492 -18.50293 -0.11 -0.14 0.36
H -11.80262 -25.68381 -17.00074 0.03 -0.32 0.00
H -10.96751 -23.62394 -18.07151 -0.18 0.18 0.12
H -12.69368 -23.68682 -18.69992 0.08 0.25 0.27
C -4.87418 -19.30499 -14.07578 -0.41 0.27 0.21
C -5.36212 -20.51310 -14.87745 -0.02 0.09 0.38
O -6.23970 -19.92786 -15.84938 -0.47 -0.06 0.45
C -6.18547 -18.58278 -15.75874 1.07 0.12 -0.53
O -6.83060 -17.83309 -16.41918 -0.51 -0.01 -0.10
O -5.19402 -18.19825 -14.93543 0.00 -0.12 0.23
H -3.82827 -19.30810 -13.78639 0.11 0.09 -0.37
H -5.46439 -19.14955 -13.16896 0.05 -0.23 0.03
H -5.92460 -21.16385 -14.21051 -0.06 -0.22 -0.29
H -4.59644 -21.07447 -15.40584 0.12 0.06 0.04
C -5.83993 -20.66761 -19.46399 0.16 -0.63 -0.89
C -6.18038 -21.08959 -20.91756 0.20 0.49 0.31
O -7.51520 -21.58750 -20.82965 0.03 -0.37 0.07
C -7.85875 -21.73675 -19.54321 -0.32 1.05 0.47
O -8.88455 -22.17713 -19.12445 0.01 -0.35 -0.30
O -6.94971 -21.15545 -18.72292 0.17 -0.25 0.06
H -5.72840 -19.59463 -19.34168 -0.11 0.03 0.16
H -4.93315 -21.19904 -19.17889 -0.02 0.22 0.41
H -5.51769 -21.87555 -21.27162 -0.09 -0.06 -0.08
H -6.14928 -20.24235 -21.59795 -0.14 -0.10 -0.12
C -14.82263 -16.18966 -17.75743 0.00 0.09 0.92
C -14.77092 -16.50986 -16.25593 -0.34 0.19 -0.56
O -16.08667 -17.03074 -16.02119 -0.24 0.25 -0.04
C -16.65409 -17.38109 -17.19539 0.19 -0.07 0.06
O -17.70034 -17.93454 -17.30509 0.03 -0.01 -0.01
O -15.84913 -17.04884 -18.23565 0.07 -0.29 -0.17
H -13.84772 -16.35525 -18.20642 -0.24 -0.14 -0.48
H -15.18473 -15.17143 -17.90437 0.33 0.11 -0.13
H -14.61927 -15.57128 -15.72787 -0.05 -0.27 0.47
H -14.07861 -17.29528 -15.96522 0.27 0.17 -0.07
C -9.32729 -17.19829 -14.41949 0.68 -0.61 0.65
C -9.55420 -18.60855 -13.81225 -0.99 1.46 -0.16
O -9.09129 -18.41305 -12.48361 0.47 -0.45 0.13
C -8.18258 -17.39435 -12.45548 -0.33 -0.44 -0.28
O -7.40804 -17.22231 -11.57544 0.08 0.20 0.13
O -8.29096 -16.66551 -13.57685 0.20 0.15 0.07
H -10.22819 -16.61374 -14.25095 0.03 0.22 -0.44
H -8.90099 -17.17717 -15.41561 -0.46 0.07 -0.20
H -9.08038 -19.44869 -14.31563 0.28 0.04 0.11
H -10.63604 -18.72911 -13.76389 0.07 -0.58 0.04
C -10.24233 -20.80107 -16.52321 0.74 -0.60 -0.30
C -10.21312 -19.42312 -17.17856 0.60 0.27 0.60
O -11.46140 -18.82262 -16.77579 0.13 0.07 -0.05
C -12.07516 -19.61162 -15.87816 -0.72 -1.14 -0.93
O -13.15252 -19.42420 -15.40105 0.20 0.63 0.26
O -11.41742 -20.77564 -15.72369 0.27 0.01 0.37
H -9.35152 -21.02203 -15.92850 -0.18 0.43 0.34
H -10.24057 -21.64381 -17.21424 -0.60 0.26 -0.24
H -10.07443 -19.44451 -18.25474 -0.47 0.02 -0.09
H -9.42499 -18.80122 -16.75399 0.11 -0.07 -0.15
```
Forces are in eV/Å.

Results
charge: 0
energy above the lowest of the compared OMol25 structures with the same formula, charge and spin: 38.90 kJ/mol
multiplicity: 1
lowest unoccupied orbital energy: 0.0 eV
SMILES: O=C1OCCO1.O=C1OCCO1.O=C1OCCO1.O=C1OCCO1.O=C1OCCO1.O=C1OCCO1.O=C1OCCO1